{
  "formula": "C35H38EuN2O3P2",
  "method": "ωB97M-V/def2-TZVPD",
  "charge": 1,
  "homo_lumo_gap_ev": [5.27, 6.84],
  "s_squared": 12.379,
  "spin_multiplicity": 7,
  "elements": ["C", "C", "C", "C", "C", "C", "C", "C", "C", "C", "C", "C", "C", "H", "H", "H", "H", "H", "H", "H", "N", "Eu", "C", "H", "H", "C", "H", "H", "P", "P", "C", "H", "H", "H", "C", "H", "H", "H", "C", "H", "H", "H", "C", "H", "H", "H", "C", "O", "H", "C", "C", "C", "C", "C", "C", "N", "C", "C", "C", "C", "C", "C", "C", "O", "O", "C", "C", "H", "H", "H", "H", "H", "H", "H", "H", "H", "H", "H", "H", "H", "H"],
  "xyz": [[-2.675, -4.158, -1.724], [-1.773, -3.216, -2.198], [-2.270, -1.976, -2.721], [-3.696, -1.736, -2.721], [-4.566, -2.742, -2.238], [-4.062, -3.931, -1.750], [-4.151, -0.479, -3.123], [-3.265, 0.505, -3.565], [-1.858, 0.198, -3.540], [-0.914, 1.228, -3.862], [-1.372, 2.484, -4.235], [-2.748, 2.774, -4.279], [-3.677, 1.809, -3.941], [-2.283, -5.087, -1.308], [-5.639, -2.542, -2.263], [-4.730, -4.704, -1.376], [-5.217, -0.262, -3.096], [-0.639, 3.255, -4.480], [-3.066, 3.771, -4.579], [-4.749, 2.018, -3.965], [-1.422, -0.991, -3.074], [-0.141, 0.049, 0.594], [-0.276, -3.427, -2.073], [0.236, -2.945, -2.917], [-0.022, -4.489, -2.023], [0.556, 0.929, -3.696], [0.764, -0.104, -4.002], [1.176, 1.623, -4.270], [0.382, -2.571, -0.574], [1.066, 1.021, -1.916], [1.264, 2.838, -1.763], [1.752, 3.086, -0.810], [1.886, 3.209, -2.589], [0.286, 3.332, -1.798], [2.827, 0.577, -2.138], [3.288, 1.233, -2.887], [3.353, 0.684, -1.181], [2.907, -0.466, -2.468], [-0.355, -3.565, 0.787], [-0.138, -4.633, 0.649], [0.046, -3.226, 1.755], [-1.443, -3.412, 0.809], [2.120, -3.129, -0.484], [2.579, -2.734, 0.434], [2.189, -4.223, -0.489], [2.673, -2.711, -1.335], [-1.344, 2.503, 0.635], [-1.676, 3.451, 1.193], [-2.028, 0.330, -0.529], [-0.532, 3.624, 4.442], [0.694, 3.484, 3.572], [0.862, 4.355, 2.501], [1.948, 4.240, 1.638], [2.888, 3.244, 1.862], [2.758, 2.367, 2.952], [3.826, 1.487, 3.143], [3.896, 0.221, 3.735], [4.955, -0.066, 4.614], [4.947, -1.244, 5.358], [3.911, -2.176, 5.194], [2.903, -1.941, 4.261], [2.920, -0.774, 3.506], [1.870, -0.536, 2.474], [0.638, -0.745, 2.774], [2.208, -0.129, 1.300], [1.658, 2.494, 3.832], [1.512, 1.587, 5.012], [-1.141, 2.710, 4.440], [-0.266, 3.849, 5.484], [-1.170, 4.440, 4.083], [0.129, 5.161, 2.363], [2.065, 4.934, 0.803], [3.742, 3.117, 1.197], [4.705, 1.807, 2.750], [5.743, 0.684, 4.742], [5.743, -1.430, 6.078], [3.877, -3.080, 5.796], [2.077, -2.636, 4.107], [1.192, 0.583, 4.697], [2.450, 1.490, 5.578], [0.744, 1.956, 5.701]],
  "mulliken_charge": [-0.3409, 0.1412, -0.2032, 1.2135, -0.9172, -0.8124, -0.9063, 1.0987, -0.2319, 0.1168, -0.3413, -0.8187, -0.9747, 0.4356, 0.4366, 0.3933, 0.4429, 0.4441, 0.4007, 0.4290, -0.1732, 0.5594, -1.1685, 0.3841, 0.7310, -1.3000, 0.4384, 0.7859, 0.9012, 1.2223, -1.1521, -0.0346, 0.5040, 0.4013, -1.2865, 0.4640, 0.2763, 0.3437, -1.3429, 0.3816, 0.3155, 0.3934, -1.1618, 0.2269, 0.4611, 0.3170, 0.1874, -0.1241, -0.1404, -2.0002, 1.0655, -0.8273, -0.7524, -0.9207, 0.4241, 0.0217, -0.3347, -0.3187, -0.5847, -0.7796, -0.5407, 0.4820, 1.1847, -0.8707, -0.6466, 0.9086, -1.2842, 0.3564, 0.4731, 0.3634, 0.3935, 0.5090, 0.3237, 0.3007, 0.4329, 0.4085, 0.4155, 0.4222, 0.1878, 0.2893, 0.4814]
}